Computed, not measured: a cluster of 2 separate species, C9H24FN2O2S in total at a distorted geometry, with wB97M-V/def2-TZVPD.

Each line ends with the Mulliken charge.
Geometry (Å):
1 C 1.89780 -4.68679 -0.18324  -0.9777
2 C 1.14781 -3.39783 -0.47697  -0.4700
3 S -0.14548 -2.96789 0.72411  0.0613
4 C -1.35157 -4.27746 0.60989  -0.6342
5 N -1.91603 -4.37152 -0.77824  0.1334
6 F -2.60962 -5.54404 -0.95672  -0.1101
7 H 1.23995 -5.50814 0.08355  0.2458
8 H 2.41560 -4.98614 -1.08968  0.3418
9 H 2.65021 -4.56377 0.58488  0.3288
10 H 1.81403 -2.54646 -0.46308  0.3035
11 H 0.70381 -3.46827 -1.46498  0.3468
12 H -2.17384 -4.02885 1.26680  0.3733
13 H -0.96468 -5.25660 0.86480  0.3716
14 H -2.56418 -3.59429 -0.96004  0.3691
15 H -1.18096 -4.34328 -1.49452  0.2936
16 C 0.23772 4.32950 -2.19143  -0.7286
17 O 0.55238 4.51948 -0.82509  -0.3516
18 C -0.57855 4.74723 0.00779  -0.7985
19 C -0.75025 3.60997 0.99017  -0.2125
20 N -1.14881 2.38330 0.30697  -0.3208
21 C -1.12600 1.19396 1.14800  -0.6543
22 C 0.22282 0.71725 1.67583  -0.6200
23 O 1.10202 0.24815 0.66598  -0.3142
24 C 1.91267 1.24318 0.05395  -0.7068
25 H 1.17756 4.26757 -2.73682  0.2432
26 H -0.32568 3.40337 -2.35540  0.3000
27 H -0.33865 5.17093 -2.58507  0.3545
28 H -1.48383 4.88646 -0.58865  0.4062
29 H -0.39785 5.66905 0.56663  0.3974
30 H -1.51982 3.87732 1.71911  0.3766
31 H 0.19995 3.49499 1.52889  0.1945
32 H -0.53355 2.23675 -0.48296  0.0906
33 H -1.55697 0.37538 0.56225  0.3472
34 H -1.79310 1.35837 1.99975  0.4153
35 H 0.03263 -0.14020 2.32872  0.3852
36 H 0.72153 1.47125 2.29310  0.3605
37 H 2.14740 2.05432 0.74488  0.3170
38 H 1.43874 1.65530 -0.84002  0.2676
39 H 2.84483 0.76845 -0.25313  0.2745

Calculated values
* gap between HOMO and LUMO: 7.3 eV
* DFT total energy: -1114.953598 hartree
* highest occupied orbital energy: -0.3985 Ha
* charge: +1
* F_max: 1.04 eV/A